Density functional theory data (the ωB97M-V functional and the def2-TZVPD basis) for a structure of composition C34H39MgN5O4P2.

Geometry as ORCA input:
```
! wB97M-V def2-TZVPD RIJCOSX def2/J DEFGRID3
* xyz 0 1
Mg -0.824 -2.326 -1.809
C -0.899 3.475 -1.129
C -1.382 2.711 -2.106
C -0.708 2.166 -3.333
C 0.454 1.198 -3.021
C 1.841 1.745 -2.982
C 2.232 2.992 -2.667
C 1.316 4.133 -2.388
C 0.487 4.032 -1.053
C 1.247 -2.305 -1.809
H -1.564 3.778 -0.294
H -2.461 2.519 -2.156
H -0.393 2.921 -4.069
H -1.477 1.538 -3.820
H 0.131 0.682 -2.094
H 0.420 0.424 -3.815
H 2.600 0.978 -3.140
H 3.290 3.251 -2.522
H 0.612 4.274 -3.202
H 1.931 5.047 -2.352
H 1.080 3.446 -0.332
H 0.470 5.050 -0.641
H 1.569 -2.414 -0.764
H 1.316 -1.243 -2.088
H 1.924 -2.875 -2.453
P 1.412 -1.437 -6.384
P -2.448 -0.707 -6.140
N 2.670 -0.265 -6.749
N 2.027 -2.556 -7.636
N -2.385 0.945 -6.676
N -3.963 -1.046 -7.149
C 0.120 -0.676 -7.478
C -1.245 -1.379 -7.389
C 3.722 0.036 -5.877
C 4.619 0.867 -6.523
C 4.139 1.068 -7.853
C 2.938 0.382 -7.960
C 2.389 -3.877 -7.346
C 2.806 -4.503 -8.517
C 2.740 -3.525 -9.568
C 2.239 -2.358 -9.003
C -2.658 2.047 -5.852
C -2.497 3.208 -6.600
C -2.132 2.813 -7.931
C -2.083 1.420 -7.964
C -4.575 -0.393 -8.228
C -5.457 -1.272 -8.863
C -5.420 -2.508 -8.131
C -4.505 -2.343 -7.096
H 0.454 -0.725 -8.524
H 0.075 0.385 -7.202
H -1.735 -1.373 -8.374
H -1.142 -2.444 -7.119
H 3.731 -0.389 -4.883
H 5.530 1.293 -6.102
H 4.605 1.630 -8.665
H 2.276 0.326 -8.819
H 2.292 -4.240 -6.329
H 3.096 -5.547 -8.624
H 3.008 -3.646 -10.615
H 2.004 -1.437 -9.510
H -2.976 1.911 -4.832
H -2.617 4.205 -6.233
H -1.927 3.446 -8.769
H -1.833 0.757 -8.776
H -4.375 0.638 -8.472
H -6.045 -1.045 -9.740
H -5.995 -3.400 -8.350
H -4.188 -3.029 -6.321
O -0.410 -0.648 -0.370
C -0.742 -1.476 0.527
O -1.180 -2.644 0.182
C -0.526 -1.204 1.984
C 0.672 -1.477 2.654
C 0.748 -1.304 4.037
C -0.372 -0.819 4.751
C -1.618 -0.760 4.097
C -1.659 -0.886 2.718
N -0.188 -0.145 6.006
O 0.978 -0.027 6.452
O -1.184 0.315 6.610
H 1.528 -1.801 2.053
H 1.692 -1.412 4.573
H -2.474 -0.480 4.705
H -2.600 -0.750 2.192
*
```

Output
HOMO energy = -8.30 eV
ΔE to the lowest compared entry with this formula, charge and spin = 0.2142 eV
gap between HOMO and LUMO = 6.79 eV
LUMO = -1.517 eV

=====

Density functional theory data (the ωB97M-V functional and the def2-TZVPD basis) for a cluster of 2 separate species, C34H39N2Si in total.

Geometry as ORCA input:
```
! wB97M-V def2-TZVPD RIJCOSX def2/J DEFGRID3
* xyz 1 1
C -3.657 -3.790 3.469
C -2.280 -3.908 2.804
C -2.208 -3.219 1.447
N -2.769 -1.873 1.463
C -2.231 -0.931 0.687
C -2.991 0.155 0.171
C -3.583 1.161 0.980
C -4.583 1.968 0.445
C -5.016 1.758 -0.875
C -4.307 0.913 -1.735
C -3.255 0.173 -1.228
C -4.183 -1.903 1.845
C -4.375 -2.466 3.250
H -4.297 -4.626 3.162
H -3.525 -3.936 4.538
H -1.506 -3.501 3.475
H -2.024 -4.968 2.698
H -1.170 -3.188 1.112
H -2.802 -3.823 0.734
H -1.313 -1.224 0.198
H -3.244 1.272 2.011
H -5.071 2.729 1.069
H -5.898 2.261 -1.277
H -4.590 0.835 -2.795
H -2.617 -0.404 -1.906
H -4.655 -0.925 1.796
H -4.685 -2.584 1.132
H -5.451 -2.587 3.442
H -4.041 -1.730 3.986
C 1.301 -3.574 -1.026
C 1.888 -3.011 -2.167
C 2.132 -1.630 -2.243
C 1.670 -0.776 -1.234
Si 2.143 1.019 -1.032
C 3.821 1.233 -1.827
C 3.991 2.184 -2.845
C 5.219 2.315 -3.505
C 6.288 1.478 -3.162
C 6.130 0.519 -2.155
C 4.897 0.387 -1.496
C 0.975 2.324 -1.666
C -0.191 2.009 -2.375
C -1.109 3.020 -2.699
C -0.860 4.350 -2.326
C 0.327 4.674 -1.654
C 1.245 3.665 -1.331
C 2.103 1.347 0.820
C 3.252 0.755 1.657
C 2.623 0.396 3.022
C 1.108 0.502 2.844
N 0.883 0.844 1.447
C 0.971 -1.364 -0.170
C 1.023 -2.736 0.063
H 1.050 -4.637 -0.949
H 2.175 -3.648 -2.994
H 2.672 -1.201 -3.092
H 3.138 2.795 -3.150
H 5.324 3.057 -4.297
H 7.238 1.571 -3.689
H 6.960 -0.146 -1.896
H 4.745 -0.404 -0.751
H -0.369 0.975 -2.683
H -2.019 2.766 -3.250
H -1.585 5.137 -2.565
H 0.546 5.713 -1.390
H 2.179 3.931 -0.819
H 2.157 2.444 0.901
H 3.619 -0.173 1.192
H 4.090 1.455 1.765
H 2.897 -0.609 3.339
H 2.972 1.070 3.808
H 0.644 -0.450 3.131
H 0.721 1.303 3.476
H -0.004 1.296 1.234
H 0.461 -0.705 0.556
H 0.892 -3.112 1.085
*
```

Output
HOMO energy = -10.20 eV
gap between HOMO and LUMO = 6.05 eV
LUMO = -4.153 eV

=====

Density functional theory data (the ωB97M-V functional and the def2-TZVPD basis) for a cluster of 6 separate species, C34H39N4O6 in total.

Geometry as ORCA input:
```
! wB97M-V def2-TZVPD RIJCOSX def2/J DEFGRID3
* xyz 1 1
C -1.867 -0.614 -0.228
C -1.341 -1.353 -1.479
N 0.142 -1.562 -1.280
C 0.654 -2.836 -1.263
C 2.085 -2.667 -1.015
N 2.285 -1.248 -1.002
C 1.109 -0.647 -1.077
C 3.529 -0.526 -0.824
H -1.315 0.414 -0.189
H -1.299 -1.031 0.593
H -2.802 -0.679 -0.131
H -1.303 -0.814 -2.278
H -1.922 -2.101 -1.677
H 0.007 -3.685 -1.475
H 2.914 -3.193 -0.795
H 0.945 0.395 -1.030
H 3.486 0.612 -0.789
H 3.984 -0.604 -1.824
H 4.253 -1.195 -0.203
N -1.254 -4.601 1.371
C -2.381 -3.912 1.550
C -3.485 -3.958 0.685
C -3.559 -4.960 -0.305
C -2.461 -5.703 -0.491
C -1.305 -5.567 0.394
H -2.107 -3.145 2.416
H -4.360 -3.379 1.012
H -4.500 -5.253 -0.736
H -2.422 -6.534 -1.149
H -0.451 -6.187 0.123
N 0.676 2.865 -4.905
C 1.183 3.487 -3.929
C 2.364 3.268 -3.302
C 3.113 2.162 -3.702
C 2.626 1.460 -4.855
C 1.337 1.795 -5.486
H 0.521 4.452 -3.750
H 2.849 4.029 -2.596
H 4.008 1.819 -3.246
H 3.418 0.590 -5.060
H 0.997 1.321 -6.440
C -4.191 0.012 3.191
C -2.819 -0.171 3.675
C -1.722 0.576 3.206
C -1.955 1.634 2.416
C -3.291 1.786 1.905
C -4.400 0.979 2.112
O -5.542 1.221 1.570
O -0.541 0.550 3.807
H -4.953 -0.529 3.395
H -2.448 -1.069 4.275
H -1.201 2.234 1.873
H -3.475 2.632 1.177
H -6.272 0.584 1.735
H 0.300 0.693 3.187
C 4.491 -0.383 2.650
C 5.336 -1.617 2.640
C 4.752 -2.851 2.303
C 3.356 -2.922 2.072
C 2.587 -1.809 2.129
C 3.143 -0.577 2.439
O 2.456 0.610 2.430
O 5.469 -4.054 2.253
H 5.160 0.405 2.851
H 6.481 -1.366 2.648
H 2.971 -3.833 1.629
H 1.640 -1.851 1.869
H 3.027 1.402 2.346
H 4.846 -4.939 2.211
C -0.569 4.730 0.316
C -1.776 5.535 0.009
C -2.720 5.184 -1.005
C -2.567 4.059 -1.808
C -1.449 3.232 -1.424
C -0.493 3.470 -0.446
O 0.586 2.655 -0.302
O -3.790 5.888 -1.315
H 0.285 4.950 1.010
H -1.963 6.565 0.404
H -3.114 3.817 -2.607
H -1.306 2.286 -1.907
H 1.501 3.014 0.191
H -4.155 6.538 -0.777
*
```

Output
HOMO energy = -9.87 eV
ΔE to the lowest compared entry with this formula, charge and spin = 7.8241 eV
gap between HOMO and LUMO = 7.32 eV
LUMO = -2.551 eV

=====

Density functional theory data (the ωB97M-V functional and the def2-TZVPD basis) for a structure of composition C34H39N5O3P2PdS.

Geometry as ORCA input:
```
! wB97M-V def2-TZVPD RIJCOSX def2/J DEFGRID3
* xyz 0 3
Pd 0.087 -2.262 3.329
C -1.058 1.887 3.360
C -1.359 0.997 2.420
C -0.765 0.818 1.081
C 0.551 -0.013 0.821
C 1.589 0.098 1.896
C 1.884 1.201 2.589
C 1.222 2.551 2.455
C 0.083 2.820 3.403
C 1.544 -1.494 4.583
H -1.788 2.000 4.152
H -2.112 0.251 2.634
H -0.671 1.802 0.578
H -1.546 0.305 0.474
H 0.244 -1.081 0.683
H 0.940 0.303 -0.205
H 2.184 -0.821 1.949
H 2.647 1.102 3.361
H 0.916 2.716 1.401
H 2.023 3.281 2.710
H 0.375 2.744 4.456
H -0.188 3.882 3.230
H 1.379 -0.793 5.405
H 2.457 -1.081 4.165
H 1.839 -2.481 5.002
P 1.571 -1.213 -3.972
P -1.585 -0.721 -3.608
N 2.953 -0.173 -4.110
N 2.218 -2.482 -5.183
N -1.781 1.025 -3.584
N -3.221 -1.078 -4.243
C 0.682 -0.316 -5.322
C -0.859 -0.697 -5.336
C 3.435 0.455 -2.956
C 4.479 1.296 -3.311
C 4.667 1.179 -4.722
C 3.712 0.276 -5.193
C 2.378 -3.790 -4.737
C 2.881 -4.554 -5.787
C 3.034 -3.697 -6.911
C 2.615 -2.424 -6.517
C -1.581 1.657 -2.359
C -1.712 3.033 -2.527
C -1.992 3.267 -3.899
C -2.015 2.020 -4.534
C -4.083 -0.376 -5.089
C -5.179 -1.193 -5.373
C -4.956 -2.445 -4.727
C -3.738 -2.369 -4.069
H 1.055 -0.691 -6.312
H 0.804 0.808 -5.267
H -1.410 0.062 -5.974
H -1.024 -1.735 -5.755
H 2.968 0.265 -2.001
H 5.056 1.925 -2.653
H 5.410 1.667 -5.339
H 3.507 -0.066 -6.199
H 2.116 -4.067 -3.726
H 3.120 -5.598 -5.768
H 3.406 -3.918 -7.896
H 2.559 -1.504 -7.102
H -1.353 1.081 -1.478
H -1.627 3.791 -1.766
H -2.174 4.202 -4.409
H -2.175 1.774 -5.581
H -3.841 0.622 -5.436
H -6.031 -0.892 -5.959
H -5.618 -3.291 -4.743
H -3.173 -3.107 -3.518
O 0.027 3.118 8.079
S 0.528 1.762 7.913
O 1.865 1.498 8.358
N 0.152 1.097 6.451
C -0.787 0.096 6.483
O -1.158 -0.567 5.492
C -1.234 -0.135 7.893
C -2.182 -1.009 8.411
C -2.374 -1.107 9.798
C -1.651 -0.306 10.695
C -0.749 0.642 10.163
C -0.566 0.683 8.779
H -2.754 -1.591 7.702
H -3.098 -1.817 10.195
H -1.792 -0.415 11.783
H -0.200 1.311 10.826
*
```

Output
HOMO energy (alpha / beta) = -7.53 / -8.31 eV
gap between HOMO and LUMO (alpha / beta) = 6.85 / 4.21 eV
LUMO (alpha / beta) = -0.672 / -4.093 eV

=====

Density functional theory data (the ωB97M-V functional and the def2-TZVPD basis) for a structure of composition C34H40Br2N6OS2Te4Ti.

Geometry as ORCA input:
```
! wB97M-V def2-TZVPD RIJCOSX def2/J DEFGRID3
* xyz 1 2
Ti -0.309 -0.144 0.171
N -0.073 2.980 4.942
C 0.960 2.266 4.104
C 0.714 0.767 4.211
C 1.582 -0.022 3.202
N 0.750 -0.694 2.186
C 2.593 0.892 2.518
C 1.919 2.047 1.786
N 1.258 1.544 0.562
C 0.861 2.748 2.668
H -0.054 2.648 5.908
H -1.003 2.800 4.553
H 0.082 3.988 4.945
H 1.931 2.526 4.526
H -0.342 0.550 4.017
H 0.942 0.426 5.223
H 2.134 -0.783 3.756
H 0.052 -1.270 2.653
H 1.394 -1.374 1.736
H 3.178 0.303 1.807
H 3.301 1.279 3.256
H 2.694 2.762 1.501
H 2.009 1.201 -0.041
H 0.875 2.343 0.057
H -0.120 2.487 2.271
H 0.968 3.835 2.606
S -0.780 -2.414 -0.164
C -2.483 -2.742 -0.019
N -3.031 -3.808 -0.729
C -4.472 -3.916 -0.709
C -5.024 -3.484 0.650
N -4.569 -2.151 0.966
C -5.537 -1.174 1.423
C -6.609 -0.904 0.391
C -6.247 -0.489 -0.887
C -7.215 -0.223 -1.842
C -8.560 -0.370 -1.527
C -8.928 -0.791 -0.259
C -7.955 -1.061 0.695
C -3.241 -1.876 0.714
S -2.490 -0.496 1.457
C -2.274 -5.000 -1.076
C -2.347 -6.078 -0.016
C -2.961 -7.296 -0.287
C -3.039 -8.280 0.690
C -2.505 -8.052 1.948
C -1.896 -6.836 2.229
C -1.817 -5.856 1.252
H -4.750 -4.953 -0.896
H -4.911 -3.282 -1.489
H -4.690 -4.192 1.418
H -6.114 -3.487 0.620
H -4.997 -0.253 1.636
H -5.998 -1.510 2.359
H -5.194 -0.379 -1.131
H -6.922 0.099 -2.833
H -9.317 -0.158 -2.271
H -9.975 -0.913 -0.011
H -8.246 -1.397 1.684
H -1.235 -4.717 -1.238
H -2.660 -5.384 -2.023
H -3.375 -7.477 -1.273
H -3.514 -9.226 0.463
H -2.554 -8.823 2.706
H -1.475 -6.656 3.210
H -1.332 -4.912 1.476
C -2.546 2.546 2.744
C -2.421 2.999 1.316
C -3.073 4.188 0.942
C -3.014 4.628 -0.348
C -2.364 3.835 -1.311
C -2.295 4.139 -2.688
Br -3.012 5.770 -3.343
C -1.756 3.258 -3.582
C -1.272 2.024 -3.140
Br -0.759 0.700 -4.383
C -1.248 1.699 -1.795
O -0.802 0.524 -1.360
C -1.773 2.629 -0.855
N -1.741 2.260 0.459
H -2.377 3.389 3.424
H -1.891 1.702 2.951
H -3.564 2.193 2.921
H -3.611 4.753 1.693
H -3.492 5.552 -0.642
H -1.735 3.496 -4.636
Te 1.410 -1.437 -1.414
Te 4.979 0.093 -3.467
Te 3.383 -2.171 0.217
Te 2.619 0.738 -2.450
*
```

Output
HOMO energy (alpha / beta) = -7.78 / -7.78 eV
ΔE to the lowest compared entry with this formula, charge and spin = 2.3986 eV
gap between HOMO and LUMO (alpha / beta) = 4.29 / 4.20 eV
LUMO (alpha / beta) = -3.488 / -3.581 eV

=====

Number 1: maximum force 3.34 eV Å⁻¹. Number 2: maximum force 3.19 eV Å⁻¹. Number 3: maximum force 10.37 eV Å⁻¹. Number 4: maximum force 4.28 eV Å⁻¹. Number 5: maximum force 4.17 eV Å⁻¹.